# 1
32
Properties=species:S:1:pos:R:3:mulliken_charge:R:1 method="wB97M-V/def2-TZVPD" spin_multiplicity=1 e_lumo_ev=-0.21 de_lowest_kcal_mol=6.0 smiles="C1=C(c2ccccc2)Oc2ccccc2C1.B"
C -0.708 0.355 0.884 -0.875
C -0.149 -0.747 0.320 1.130
C 0.039 -2.027 0.990 0.319
C -0.356 -2.346 2.327 -0.249
C -0.080 -3.604 2.886 -0.704
C 0.583 -4.589 2.136 -0.382
C 0.947 -4.305 0.809 -0.562
C 0.672 -3.052 0.263 -0.455
O 0.336 -0.700 -0.961 -0.391
C 0.135 0.426 -1.731 0.478
C 0.516 0.372 -3.095 -0.763
C 0.261 1.479 -3.918 -0.320
C -0.394 2.608 -3.399 -0.699
C -0.759 2.623 -2.053 -0.568
C -0.430 1.578 -1.162 0.536
C -0.679 1.725 0.311 -0.429
H -1.103 0.243 1.886 0.336
H -0.875 -1.603 2.932 0.300
H -0.351 -3.824 3.928 0.348
H 0.842 -5.556 2.577 0.365
H 1.472 -5.035 0.185 0.348
H 0.967 -2.863 -0.766 0.364
H 0.987 -0.508 -3.541 0.408
H 0.521 1.461 -4.995 0.336
H -0.585 3.467 -4.049 0.369
H -1.258 3.501 -1.634 0.363
H -1.661 2.166 0.424 0.502
H -0.067 2.440 0.839 0.118
B 0.247 3.841 1.753 -0.039
H -0.351 3.752 2.826 -0.061
H 1.452 3.915 1.912 -0.062
H -0.172 4.808 1.117 -0.063

# 2
45
Properties=species:S:1:pos:R:3:mulliken_charge:R:1 method="wB97M-V/def2-TZVPD" s_squared=8.9200 spin_multiplicity=6 e_lumo_ev="4.22 / 4.21" total_charge=-2 de_lowest_kcal_mol=63.0
Fe 0.035 -1.339 0.006 0.508
N -0.176 2.639 1.214 -0.691
C -0.465 1.273 0.924 1.034
O 0.395 0.698 0.188 -0.693
C -0.973 0.470 2.103 -1.081
C -1.071 -1.018 1.771 -0.906
H 0.173 3.052 0.356 0.308
H -1.015 3.134 1.489 0.280
H -1.914 0.880 2.483 0.465
H -0.223 0.633 2.886 0.309
H -2.091 -1.334 1.571 0.543
H -0.665 -1.639 2.566 0.556
S -1.236 -2.200 -4.916 -0.695
Sb -0.300 -3.104 -3.000 0.550
S -0.648 -3.308 0.317 -0.470
S 1.164 -1.429 -2.067 -0.505
S 0.827 -5.112 -3.075 -0.753
N 3.654 1.956 2.846 -0.319
C 4.412 0.827 2.920 0.477
O 5.508 0.826 3.460 -0.686
C 3.874 -0.377 2.217 0.132
C 4.699 -1.475 1.999 -0.307
C 4.200 -2.565 1.310 -0.840
C 2.890 -2.526 0.847 -0.207
N 2.098 -1.482 1.077 0.288
C 2.571 -0.438 1.741 0.093
H 4.078 2.801 3.186 0.222
H 2.876 2.039 2.213 0.214
H 5.717 -1.449 2.365 0.466
H 4.816 -3.430 1.106 0.400
H 2.443 -3.321 0.260 0.362
H 1.860 0.368 1.859 -0.344
Br -4.474 0.074 -5.790 -0.172
C -4.239 0.915 -4.113 -0.035
C -5.011 2.028 -3.808 -0.126
N -4.914 2.691 -2.661 -0.683
C -4.020 2.243 -1.779 -0.187
C -3.219 1.131 -1.998 -0.203
C -3.318 0.434 -3.200 0.137
C -2.229 0.653 -0.957 0.706
O -1.950 1.511 -0.037 -0.500
O -1.785 -0.483 -1.084 -0.501
H -5.734 2.392 -4.531 0.351
H -3.932 2.787 -0.848 0.465
H -2.689 -0.428 -3.418 0.035

# 3
38
Properties=species:S:1:pos:R:3:mulliken_charge:R:1 method="wB97M-V/def2-TZVPD" spin_multiplicity=1 e_lumo_ev=0.45 de_lowest_kcal_mol=5.1 smiles="O=c1[nH]cnc2nc(-c3ccc(N(CCCl)CCCl)cc3)[nH]c12"
O 3.381 3.223 4.486 -0.652
C 3.835 3.213 3.368 -0.056
N 4.961 3.927 3.044 -0.062
C 5.513 3.830 1.773 -0.137
N 4.978 3.103 0.827 -0.578
C 3.780 2.412 1.083 0.826
N 3.044 1.656 0.190 -0.660
C 1.989 1.247 0.851 0.204
C 0.884 0.483 0.267 0.830
C -0.257 0.124 1.056 -1.296
C -1.323 -0.561 0.422 0.000
C -1.326 -0.879 -0.927 0.372
N -2.427 -1.558 -1.464 0.359
C -2.307 -2.368 -2.712 -0.941
C -1.843 -3.793 -2.440 -0.433
Cl -0.201 -3.863 -1.659 -0.181
C -3.774 -0.990 -1.174 -1.217
C -4.694 -1.970 -0.477 -0.382
Cl -6.081 -1.141 0.270 -0.209
C -0.172 -0.581 -1.663 -0.368
C 0.921 0.113 -1.091 -0.887
N 2.020 1.695 2.138 -0.063
C 3.167 2.429 2.310 0.078
H 5.407 4.457 3.777 0.231
H 6.414 4.365 1.547 0.400
H -0.285 0.389 2.088 0.310
H -2.205 -0.833 1.014 0.402
H -1.632 -1.936 -3.449 0.366
H -3.282 -2.378 -3.215 0.416
H -1.758 -4.310 -3.428 0.387
H -2.546 -4.378 -1.793 0.281
H -3.728 -0.096 -0.517 0.568
H -4.290 -0.694 -2.088 0.489
H -5.102 -2.736 -1.150 0.329
H -4.143 -2.489 0.277 0.364
H -0.052 -0.854 -2.684 0.273
H 1.802 0.316 -1.711 0.420
H 1.332 1.425 2.855 0.217

# 4
41
Properties=species:S:1:pos:R:3:mulliken_charge:R:1 method="wB97M-V/def2-TZVPD" spin_multiplicity=1 e_lumo_ev=-0.13
C -0.419 -1.098 -0.943 -1.848
C 0.672 -0.380 -0.210 0.990
C 2.046 -0.996 -0.182 -0.673
N 2.653 -0.905 -1.490 0.688
N 1.927 -0.626 -2.549 -0.563
C 2.772 -0.614 -3.573 0.120
N 2.323 -0.347 -4.889 0.965
O 1.144 -0.124 -5.057 -0.578
O 3.164 -0.363 -5.768 -0.610
C 4.083 -0.897 -3.151 -0.668
C 3.967 -1.079 -1.790 0.559
C 4.984 -1.399 -0.761 -1.448
N 0.581 0.735 0.389 -0.780
N -0.578 1.419 0.407 0.201
C -0.732 2.543 1.161 0.409
O 0.119 3.052 1.843 -0.592
C -2.160 3.101 1.045 -0.495
O -3.125 2.101 0.803 -0.535
C -3.336 1.156 1.762 0.431
C -2.763 1.150 3.028 -0.331
C -3.050 0.137 3.928 -0.967
C -3.911 -0.885 3.566 0.389
Cl -4.268 -2.149 4.683 -0.216
C -4.487 -0.909 2.304 -0.705
C -4.194 0.104 1.412 0.638
Cl -4.874 0.082 -0.173 -0.195
H -0.132 -2.125 -1.142 0.383
H -1.345 -1.098 -0.366 0.637
H -0.601 -0.614 -1.903 0.352
H 2.662 -0.447 0.535 0.370
H 1.989 -2.049 0.119 0.288
H 4.957 -0.952 -3.763 0.477
H 4.725 -2.315 -0.231 0.328
H 5.953 -1.528 -1.233 0.342
H 5.057 -0.593 -0.030 0.329
H -1.372 1.095 -0.144 0.360
H -2.208 3.762 0.174 0.336
H -2.391 3.690 1.940 0.358
H -2.080 1.929 3.326 0.387
H -2.600 0.145 4.907 0.420
H -5.150 -1.708 2.015 0.450

# 5
40
Properties=species:S:1:pos:R:3:mulliken_charge:R:1 method="wB97M-V/def2-TZVPD" spin_multiplicity=1 e_lumo_ev=0.27 smiles="CC[C@H](Sc1nncn1C)C(=O)Nc1nnc(-c2ccc(Cl)cc2)s1"
C -3.486 -3.537 -0.885 -1.308
C -3.636 -2.022 -0.821 -0.521
C -3.037 -1.450 0.461 0.143
S -3.736 0.203 0.838 -0.307
C -2.844 1.141 -0.319 0.319
N -1.882 0.696 -1.082 0.276
N -1.432 1.732 -1.803 -1.087
C -2.115 2.782 -1.470 0.076
N -3.044 2.474 -0.521 0.127
C -3.986 3.328 0.144 -0.864
C -1.516 -1.396 0.407 0.078
O -0.855 -2.058 -0.352 -0.707
N -0.942 -0.595 1.360 0.046
C 0.387 -0.278 1.323 0.306
N 0.919 0.613 2.098 -0.717
N 2.209 0.783 1.873 -0.217
C 2.693 0.037 0.934 0.158
C 4.075 0.067 0.516 0.864
C 4.974 0.915 1.167 -0.340
C 6.298 0.961 0.781 -0.658
C 6.732 0.156 -0.263 0.397
Cl 8.388 0.212 -0.749 -0.216
C 5.854 -0.692 -0.921 -0.845
C 4.531 -0.734 -0.531 -0.479
S 1.484 -1.022 0.201 -0.114
H -3.989 -4.011 -0.044 0.343
H -3.929 -3.910 -1.805 0.375
H -2.436 -3.812 -0.870 0.301
H -3.126 -1.564 -1.670 0.304
H -4.695 -1.757 -0.864 0.449
H -3.336 -2.055 1.325 0.536
H -1.981 3.762 -1.878 0.403
H -4.107 4.243 -0.433 0.328
H -3.632 3.577 1.147 0.309
H -4.945 2.817 0.229 0.316
H -1.512 -0.050 1.994 0.313
H 4.611 1.530 1.975 0.481
H 6.994 1.615 1.283 0.407
H 6.207 -1.311 -1.732 0.409
H 3.841 -1.390 -1.041 0.316

# 6
39
Properties=species:S:1:pos:R:3:mulliken_charge:R:1 method="wB97M-V/def2-TZVPD" s_squared=3.8139 spin_multiplicity=4 e_lumo_ev="-3.18 / -6.09" total_charge=+1 de_lowest_kcal_mol=25.7
O 2.603 -6.175 -4.056 -0.159
C 2.802 -5.228 -3.449 0.135
Co 3.259 -2.655 -0.880 0.290
O 1.497 -4.941 -0.769 -0.222
C 2.179 -4.009 -0.845 0.313
C 2.837 -2.125 0.712 0.423
O 2.516 -1.794 1.772 -0.238
C 3.274 -1.089 -1.738 0.473
O 3.246 0.037 -2.033 -0.201
C 4.988 -3.003 -0.734 0.327
O 6.114 -3.198 -0.576 -0.232
H 3.509 -2.767 -2.381 -0.008
C -0.030 3.585 2.526 -1.126
C -1.215 3.626 1.579 -0.491
N -1.541 2.326 0.983 0.252
C -2.817 1.725 1.406 -0.667
C -4.009 2.500 0.860 -1.125
C -0.609 1.788 0.140 0.250
O 0.356 2.469 -0.230 -0.526
C -0.703 0.346 -0.312 -0.271
C -1.834 -0.268 -0.861 -0.229
C -1.726 -1.577 -1.330 -0.877
C -0.474 -2.212 -1.273 -0.386
N 0.610 -1.594 -0.812 -0.043
C 0.511 -0.354 -0.349 -0.165
H -0.196 2.875 3.344 0.310
H 0.116 4.584 2.947 0.382
H 0.868 3.301 1.972 0.347
H -2.118 3.934 2.103 0.378
H -1.014 4.332 0.757 0.322
H -2.862 0.675 1.102 0.585
H -2.849 1.759 2.507 0.306
H -3.997 2.530 -0.236 0.314
H -4.928 2.003 1.180 0.376
H -4.040 3.528 1.237 0.418
H -2.770 0.286 -0.947 0.540
H -2.578 -2.122 -1.714 0.436
H -0.381 -3.242 -1.630 0.264
H 1.404 0.144 0.026 0.523